1.
This record from the OMol25 dataset describes a molecular structure, C18H12Cl4N4O4Ru. The level of theory is the ωB97M-V functional and the def2-TZVPD basis.

Values from the calculation:
HOMO-LUMO gap (spin up / spin down) = 6.5 / 5.8 eV
Net charge = -2
HOMO level (spin up / spin down) = -2.13 / -2.13 eV
Spin multiplicity = 5
<S²> = 6.04
E_LUMO (spin up / spin down) = 0.1594 / 0.1349 hartree

Last column: Löwdin charge in e.
Positions of all 43 atoms, in Å:
Ru 1.39 -1.04 0.76  0.99
O -2.65 -4.43 -1.67  0.09
C -3.17 -3.36 -1.08  -0.54
O -4.35 -3.38 -0.75  0.02
C -2.31 -2.18 -0.82  -0.11
C -2.95 -1.23 0.01  -0.25
N -2.93 0.00 0.37  -0.07
N -0.14 -1.17 -0.69  -0.02
C -0.94 -2.00 -1.22  -0.27
C -0.20 -2.85 -2.38  -0.64
O -0.16 -4.07 -2.12  -0.02
O 0.31 -2.19 -3.27  0.02
H -1.65 -4.35 -1.79  0.04
H -3.85 -1.64 0.50  0.13
H -1.34 2.36 1.61  -0.01
Cl 5.13 -1.03 3.83  0.62
C 5.36 -0.78 2.12  -0.63
C 6.64 -0.56 1.64  -0.16
C 6.87 -0.36 0.29  -0.14
C 5.79 -0.37 -0.59  -0.15
C 4.53 -0.58 -0.09  -0.59
Cl 3.16 -0.63 -1.18  0.69
C 4.21 -0.80 1.28  -0.51
N 2.97 -0.99 1.72  -0.19
H 7.46 -0.56 2.35  0.09
H 7.88 -0.19 -0.08  0.08
H 5.93 -0.22 -1.65  0.10
C 0.02 -1.37 2.24  -0.29
H -0.53 -2.30 2.07  -0.02
H -0.70 -0.54 2.24  -0.03
H 0.52 -1.41 3.21  -0.03
Cl -1.73 1.11 -0.61  1.03
C -2.66 2.55 -0.58  -0.51
C -3.49 2.77 -1.67  -0.15
C -4.25 3.92 -1.75  -0.15
C -4.14 4.85 -0.70  -0.16
C -3.33 4.62 0.38  -0.62
Cl -3.27 5.83 1.64  0.59
C -2.52 3.43 0.57  -0.49
N -1.82 3.26 1.64  0.04
H -3.52 2.02 -2.45  0.10
H -4.90 4.10 -2.59  0.08
H -4.71 5.77 -0.73  0.09


2.
This record from the OMol25 dataset describes a molecular structure, C18H12F5MoN4O2 in a non-equilibrium geometry. The level of theory is the ωB97M-V functional and the def2-TZVPD basis.

Values from the calculation:
HOMO-LUMO gap (spin up / spin down) = 7.2 / 7.1 eV
Net charge = +1
HOMO level (spin up / spin down) = -12.24 / -12.22 eV
E_LUMO (spin up / spin down) = -0.1835 / -0.1878 hartree

Last column: Löwdin charge in e.
Positions of all 42 atoms, in Å:
Mo 0.77 0.40 0.25  1.67
C 0.16 -1.92 -1.59  -0.05
N 1.17 -0.83 -1.53  -0.39
C 2.52 -1.43 -1.57  -0.06
C 0.97 0.06 -2.72  -0.14
C -0.20 0.96 -2.46  -0.24
C -0.97 1.51 -3.48  -0.02
C -2.02 2.36 -3.16  -0.04
C -2.31 2.68 -1.84  -0.06
C -1.53 2.15 -0.82  -0.08
C -0.48 1.28 -1.12  -0.23
H 0.32 -2.51 -2.50  0.11
H -0.84 -1.50 -1.59  0.09
H 0.28 -2.57 -0.72  0.09
H 2.64 -2.01 -2.49  0.11
H 2.65 -2.09 -0.72  0.10
H 3.26 -0.64 -1.54  0.08
H 0.84 -0.55 -3.61  0.14
H 1.88 0.65 -2.83  0.13
H -0.76 1.27 -4.51  0.12
H -2.62 2.78 -3.96  0.12
H -3.13 3.34 -1.61  0.11
H -1.76 2.40 0.21  0.10
O 2.36 1.32 -0.14  -0.36
N 3.27 2.23 0.20  0.11
C 3.03 2.86 1.31  -0.25
C 3.94 3.85 1.79  -0.13
N 4.67 4.64 2.19  0.22
C 1.80 2.49 1.94  -0.02
N 0.89 1.78 1.90  0.12
F -3.10 -3.44 4.97  0.16
C -2.43 -2.77 4.04  -0.12
C -1.22 -2.17 4.35  -0.13
F -0.74 -2.26 5.58  0.16
C -0.53 -1.48 3.38  -0.14
F 0.64 -0.90 3.67  0.12
C -1.04 -1.39 2.09  -0.18
O -0.36 -0.71 1.13  -0.26
C -2.24 -1.99 1.78  -0.13
F -2.73 -1.91 0.54  0.14
C -2.94 -2.69 2.75  -0.13
F -4.09 -3.27 2.45  0.16


3.
This record from the OMol25 dataset describes a molecular structure, C18H12N3O2Pt. The level of theory is the ωB97M-V functional and the def2-TZVPD basis.

Values from the calculation:
HOMO-LUMO gap = 8.2 eV
Net charge = +1
HOMO level = -12.31 eV
E_LUMO = -0.1526 hartree

Last column: Löwdin charge in e.
Positions of all 36 atoms, in Å:
Pt -0.11 0.15 0.16  1.24
C -3.32 2.72 1.64  -0.01
C -2.12 2.02 1.56  -0.08
N -1.77 1.27 0.53  -0.07
C -2.66 1.21 -0.51  -0.14
C -3.89 1.89 -0.52  -0.12
C -4.21 2.67 0.59  0.03
C -4.74 1.75 -1.67  0.01
C -4.38 0.99 -2.72  0.01
C -3.13 0.28 -2.74  -0.12
C -2.69 -0.53 -3.79  0.03
C -1.46 -1.15 -3.69  0.00
C -0.69 -0.97 -2.55  -0.06
N -1.09 -0.21 -1.54  -0.06
C -2.29 0.41 -1.62  -0.15
H -3.53 3.31 2.52  0.12
H -1.43 2.07 2.39  0.09
H -5.15 3.21 0.64  0.13
H -5.68 2.28 -1.67  0.13
H -5.03 0.89 -3.59  0.13
H -3.30 -0.65 -4.67  0.13
H -1.10 -1.78 -4.49  0.12
H 0.27 -1.45 -2.43  0.12
O 3.38 -1.84 0.08  0.13
C 2.40 -1.17 0.31  -0.57
O 1.37 -1.00 -0.45  -0.21
C 2.28 -0.40 1.62  -0.16
C 3.29 -0.46 2.57  0.04
C 3.13 0.25 3.75  -0.01
C 1.97 0.99 3.92  -0.02
C 1.02 1.00 2.93  -0.10
N 1.15 0.31 1.78  -0.06
H 4.16 -1.06 2.36  0.14
H 3.90 0.23 4.51  0.12
H 1.80 1.57 4.82  0.12
H 0.11 1.57 3.06  0.08


4.
This record from the OMol25 dataset describes a single C18H13ClN2O2 molecule in a non-equilibrium geometry. The level of theory is the ωB97M-V functional and the def2-TZVPD basis.

Values from the calculation:
HOMO-LUMO gap = 7.7 eV
HOMO level = -8.11 eV
Structure (SMILES) = O=C1NC=C(c2ccccc2)n2c(Cl)cc(=O)c3c2C1=CCC3
E_LUMO = -0.0137 hartree

Last column: Löwdin charge in e.
Positions of all 36 atoms, in Å:
O -1.56 -0.61 -3.78  0.10
C -0.98 -0.28 -2.79  -0.38
N -1.30 1.01 -2.43  0.10
C -0.85 1.58 -1.33  -0.06
C -0.70 0.97 -0.09  -0.18
C -0.09 1.98 0.79  -0.23
C 1.22 1.99 1.25  -0.04
C 1.84 3.08 1.89  -0.07
C 1.01 4.19 2.21  -0.08
C -0.36 4.14 1.88  -0.08
C -0.90 3.06 1.19  -0.06
N -0.93 -0.38 0.25  0.03
C -1.49 -0.67 1.55  -0.55
Cl -2.86 0.19 2.20  0.74
C -0.91 -1.69 2.21  -0.02
C -0.03 -2.57 1.57  -0.37
O 0.71 -3.37 2.17  0.05
C 0.16 -2.48 0.10  -0.04
C -0.29 -1.36 -0.54  -0.12
C -0.22 -1.35 -1.96  -0.04
C 0.70 -2.10 -2.66  0.03
C 1.37 -3.21 -1.91  -0.19
C 0.69 -3.74 -0.67  -0.11
H -1.52 1.60 -3.23  0.17
H -0.59 2.64 -1.38  0.14
H 1.82 1.13 0.94  0.12
H 2.87 2.82 2.08  0.10
H 1.52 4.90 2.91  0.11
H -1.03 4.94 2.13  0.09
H -1.96 2.91 1.05  0.10
H -1.33 -1.91 3.13  0.10
H 0.91 -1.92 -3.66  0.10
H 2.42 -2.93 -1.53  0.15
H 1.53 -4.07 -2.63  0.14
H -0.25 -4.23 -0.88  0.12
H 1.39 -4.29 -0.04  0.12


5.
This record from the OMol25 dataset describes a molecular structure, C18H13ClN2O3Re in a non-equilibrium geometry. The level of theory is the ωB97M-V functional and the def2-TZVPD basis.

Values from the calculation:
HOMO-LUMO gap (spin up / spin down) = 6.9 / 6.7 eV
Net charge = +2
HOMO level (spin up / spin down) = -15.00 / -14.99 eV
Spin multiplicity = 2
<S²> = 0.76
E_LUMO (spin up / spin down) = -0.2963 / -0.3048 hartree

Last column: Löwdin charge in e.
Positions of all 38 atoms, in Å:
Re -0.44 0.56 0.45  1.69
Cl 1.47 2.44 7.14  0.78
C 0.85 2.24 5.56  -0.64
C 0.09 3.25 4.98  -0.03
C -0.43 3.10 3.71  0.04
C -0.15 1.94 3.02  -0.24
O -0.65 1.81 1.73  -0.21
C 0.63 0.90 3.57  -0.12
C 0.88 -0.37 2.93  0.01
N 0.50 -0.70 1.74  -0.03
C 0.63 -2.02 1.22  -0.18
C 1.47 -2.99 1.69  0.04
C 1.44 -4.28 1.13  -0.01
C 0.57 -4.59 0.13  0.03
C -0.31 -3.60 -0.38  -0.12
C -1.24 -3.84 -1.41  0.07
C -2.05 -2.82 -1.85  0.01
C -1.93 -1.56 -1.28  -0.05
N -1.06 -1.30 -0.31  -0.08
C -0.26 -2.31 0.17  -0.16
C 1.12 1.07 4.86  -0.02
H -0.12 4.15 5.54  0.13
H -1.03 3.87 3.25  0.14
H 1.36 -1.13 3.53  0.15
H 2.19 -2.78 2.49  0.13
H 2.12 -5.03 1.52  0.13
H 0.54 -5.59 -0.29  0.14
H -1.31 -4.82 -1.85  0.15
H -2.78 -2.98 -2.64  0.13
H -2.53 -0.73 -1.62  0.13
H 1.70 0.29 5.33  0.13
C 2.90 2.46 -1.46  0.04
O 1.75 2.32 -0.56  -0.01
C 1.19 1.16 -0.51  -0.60
O 1.40 0.12 -1.11  0.08
H 3.23 3.48 -1.33  0.11
H 2.57 2.28 -2.48  0.11
H 3.67 1.75 -1.17  0.11


6.
This record from the OMol25 dataset describes a molecular structure, C18H13F6N3O6S4Ta in a non-equilibrium geometry. The level of theory is the ωB97M-V functional and the def2-TZVPD basis.

Values from the calculation:
HOMO-LUMO gap = 7.7 eV
Net charge = +1
HOMO level = -11.78 eV
E_LUMO = -0.1512 hartree

Last column: Löwdin charge in e.
Positions of all 51 atoms, in Å:
Ta -1.69 0.13 1.84  1.28
C 5.13 1.54 -2.99  -0.03
C 3.98 1.42 -2.04  -0.23
C 2.80 0.77 -2.43  0.00
C 1.73 0.67 -1.56  -0.04
C 1.85 1.22 -0.29  -0.30
C 3.01 1.86 0.13  -0.03
C 4.07 1.95 -0.75  -0.01
S 0.49 1.17 0.79  0.66
O -0.77 1.37 0.04  -0.43
O 0.66 2.02 1.93  -0.24
N 0.23 -0.31 1.44  -0.26
C 0.69 -1.54 0.96  -0.24
C 1.99 -1.89 0.69  0.01
C 2.29 -3.21 0.30  -0.04
C 1.32 -4.15 0.16  -0.01
C -0.03 -3.82 0.41  -0.13
C -1.11 -4.72 0.30  0.03
C -2.38 -4.29 0.60  -0.01
C -2.58 -2.97 1.00  -0.10
N -1.60 -2.09 1.10  -0.05
C -0.34 -2.50 0.81  -0.16
H 4.87 1.21 -3.99  0.08
H 5.97 0.93 -2.64  0.10
H 5.48 2.57 -3.04  0.09
H 2.72 0.36 -3.42  0.12
H 0.81 0.18 -1.86  0.12
H 3.06 2.27 1.13  0.13
H 4.98 2.45 -0.44  0.13
H 2.79 -1.17 0.81  0.12
H 3.33 -3.47 0.13  0.12
H 1.56 -5.17 -0.13  0.12
H -0.93 -5.74 -0.01  0.13
H -3.22 -4.97 0.55  0.12
H -3.57 -2.60 1.25  0.13
F -4.40 3.09 2.55  0.15
C -3.49 4.01 2.18  -0.67
F -4.08 4.96 1.51  0.20
F -2.90 4.50 3.25  0.19
S -2.23 3.06 1.19  0.73
O -2.01 1.98 2.20  -0.48
O -1.18 3.93 0.83  -0.17
N -3.17 2.57 0.02  -0.25
S -3.64 1.14 -0.31  0.70
O -4.96 1.09 -0.81  -0.18
O -3.38 0.18 0.83  -0.43
C -2.67 0.36 -1.76  -0.65
F -1.83 -0.59 -1.32  0.11
F -3.57 -0.25 -2.51  0.18
F -2.02 1.24 -2.48  0.19
S -2.04 -0.80 3.83  0.20


Number 1: electronic energy -3148.6181 a.u.. Number 2: electronic energy -1629.7613 a.u.. Number 3: electronic energy -1127.0870 a.u.. Number 4: electronic energy -1413.8031 a.u.. Number 5: electronic energy -1566.8347 a.u.. Number 6: electronic energy -3558.2161 a.u..